Entry 1:
Here is C21H16N7O6RuS as an isolated structure in a non-equilibrium geometry from the Open Molecules 2025 dataset. Energies are from ωB97M-V/def2-TZVPD.

Output
**LUMO level (alpha / beta)**: -0.93 / -0.96 eV
**2S+1**: 2
**ΔE to the lowest compared entry with this formula, charge and spin**: 65.0 kcal per mole
**Orbital gap (alpha / beta)**: 7.40 / 7.22 eV

Element x y z (Å)
Ru  0.0019  0.2582  0.4339
O  1.1307  0.0440  -3.8317
C  0.7728  -0.1182  -2.6798
O  0.0775  0.6391  -1.9545
C  1.1509  -1.4596  -2.0026
C  1.6887  -2.5312  -2.6990
C  1.9069  -3.7268  -2.0284
C  1.5897  -3.8113  -0.6799
C  1.0880  -2.6816  -0.0557
N  0.8752  -1.5458  -0.7081
C  0.6920  -2.6412  1.4361
O  0.6016  -3.6952  2.0384
O  0.4851  -1.4771  1.8592
H  1.9137  -2.4127  -3.7450
H  2.3030  -4.5866  -2.5465
H  1.7105  -4.7159  -0.1043
N  -2.0969  -0.9111  -0.7969
N  -3.1717  -1.1015  0.0854
C  -3.0702  -0.5044  1.3203
N  -4.1603  -0.4294  2.1063
N  -1.8847  -0.0321  1.6346
N  -1.5749  0.5225  2.8157
O  -0.4000  0.9234  2.9027
O  -2.4236  0.6592  3.7076
H  -2.2322  -0.1451  -1.4639
H  -1.8893  -1.7740  -1.2941
H  -4.1085  -1.1832  -0.3024
H  -4.9466  -1.0329  1.9438
H  -3.9552  -0.0953  3.0500
S  -0.1665  4.2287  2.3876
C  -1.8059  3.9073  1.8901
C  -2.9704  4.4893  2.3522
C  -4.1752  4.0585  1.8203
C  -4.2052  3.0736  0.8371
C  -3.0480  2.4762  0.3840
C  -1.8210  2.8729  0.9245
N  -0.5988  2.3559  0.6444
C  0.3656  2.9139  1.3765
C  1.6891  2.3903  1.3128
C  2.8167  2.9847  1.8893
C  4.0449  2.3701  1.7506
C  4.1703  1.1951  1.0175
C  3.0501  0.5893  0.4550
C  1.8066  1.1592  0.6280
H  -2.9337  5.2351  3.1318
H  -5.0966  4.4938  2.1719
H  -5.1536  2.7597  0.4310
H  -3.0613  1.7142  -0.3797
H  2.7092  3.9072  2.4415
H  4.9168  2.8018  2.2190
H  5.1368  0.7262  0.9013
H  3.1708  -0.3356  -0.0954

Results of the natural (NBO) charge analysis, in e, for atoms 1 through 6: atom 1 (Ru): 1.11, atom 2 (O): -0.64, atom 3 (C): 0.75, atom 4 (O): -0.71, atom 5 (C): 0.10, atom 6 (C): -0.22

Entry 2:
Here is S2 as an isolated structure in a non-equilibrium geometry from the Open Molecules 2025 dataset. Energies are from ωB97M-V/def2-TZVPD.

Output
**LUMO level (alpha / beta)**: -11.56 / -11.27 eV
**2S+1**: 2
**ΔE to the lowest compared entry with this formula, charge and spin**: 137.1 kcal per mole
**Orbital gap (alpha / beta)**: 5.69 / 5.20 eV
**Net charge**: +1

Element x y z (Å)
S  -0.7228  0.9705  0.6519
S  0.7228  -0.9705  -0.6519

The molecule's natural (NBO) atomic charges, reported in e, are given here: atom 1 (S): 0.50, atom 2 (S): 0.50

Entry 3:
Here is a 2-piece molecular cluster, C18H21NO2 overall in a non-equilibrium geometry from the Open Molecules 2025 dataset. Energies are from ωB97M-V/def2-TZVPD.

Output
**LUMO level**: 0.70 eV
**ΔE to the lowest compared entry with this formula, charge and spin**: 331.4 kcal per mole
**Orbital gap**: 8.70 eV

Element x y z (Å)
C  2.6056  2.8381  0.0924
C  3.3704  2.1644  1.0228
C  3.7491  0.9433  0.8384
C  3.3509  0.1345  -0.3339
C  2.6629  0.6665  -1.4764
C  2.2165  2.0831  -1.1194
H  1.6766  2.5588  -1.8086
H  2.3873  0.3500  -2.3690
C  3.6562  -1.2422  -0.5702
H  4.8266  -1.3945  -0.3189
H  3.4427  -1.3909  -1.4781
C  2.8992  -2.1197  0.3980
C  1.5157  -2.4626  0.1817
N  0.8685  -0.9535  0.7219
H  1.1470  -0.8007  1.4879
C  -0.6696  -1.1233  0.7652
C  -1.0684  -0.9116  -0.7217
C  -1.0618  0.7056  -0.9340
H  -1.2115  1.0840  -2.1164
O  -1.8985  1.5061  -0.0102
C  -3.1644  0.9021  -0.0983
C  -4.2463  1.7637  0.7209
C  -5.4101  1.2686  0.7470
C  -5.7480  -0.0741  0.4102
C  -4.6851  -0.7266  -0.5602
C  -3.3089  -0.3733  -0.4434
O  -2.4170  -1.3912  -0.9766
H  -4.8358  -1.7376  -0.6997
H  -6.7629  -0.5606  0.4325
H  -6.1474  1.7168  1.2075
H  -3.8752  2.7756  0.8497
H  -0.0418  1.0880  -0.9533
H  -0.4677  -1.2338  -1.4977
H  -1.0207  -2.2107  0.8934
H  -1.0366  -0.4215  1.3425
H  1.3177  -2.2574  -0.7248
H  1.1207  -3.1345  0.6924
H  3.2084  -1.8865  1.7933
H  3.3942  -3.1760  0.3827
H  4.0071  0.4760  1.7545
H  3.5291  2.6140  2.1066
H  2.1257  3.9436  0.3693

Results of the natural (NBO) charge analysis, in e, for atoms 1 through 6: atom 1 (C): -0.24, atom 2 (C): -0.20, atom 3 (C): -0.25, atom 4 (C): 0.08, atom 5 (C): -0.24, atom 6 (C): -0.17

Entry 4:
Here is C35H43ClN2PdSi2 as an isolated structure in a non-equilibrium geometry from the Open Molecules 2025 dataset. Energies are from ωB97M-V/def2-TZVPD.

Output
**LUMO level (alpha / beta)**: -6.18 / -9.86 eV
**2S+1**: 5
**ΔE to the lowest compared entry with this formula, charge and spin**: 4.3 kcal per mole
**Orbital gap (alpha / beta)**: 4.74 / 2.78 eV
**Net charge**: +2

Element x y z (Å)
C  2.0451  -0.8728  -0.3240
C  1.8004  -2.2362  0.0463
C  1.4898  -2.9687  -1.1393
H  1.8464  -2.6311  1.0629
C  1.5622  -2.0567  -2.2465
C  1.9195  -0.7662  -1.7447
H  2.0689  0.1468  -2.3279
H  2.3415  -0.0689  0.3509
H  1.2568  -4.0292  -1.1875
H  1.3751  -2.2985  -3.2867
Pd  0.1412  -1.4450  -0.9019
Si  -2.5214  -5.9862  -2.2006
C  -3.8961  -6.3353  -0.9498
C  -5.2231  -5.9447  -1.1892
H  -5.4647  -5.3234  -2.0633
C  -6.2664  -6.3718  -0.3523
H  -7.2944  -6.0844  -0.5823
C  -5.9978  -7.1729  0.7602
H  -6.8122  -7.5259  1.4012
C  -4.6690  -7.5169  1.0330
H  -4.4376  -8.1298  1.9083
C  -3.6273  -7.0866  0.1991
H  -2.5885  -7.3660  0.4162
C  -3.4207  -6.4765  -3.8144
C  -3.6410  -7.8376  -4.1177
H  -3.1649  -8.6153  -3.5149
C  -4.4599  -8.2096  -5.1900
H  -4.6376  -9.2638  -5.3943
C  -5.0431  -7.2373  -6.0044
H  -5.6715  -7.5279  -6.8450
C  -4.8083  -5.8859  -5.7395
H  -5.2589  -5.1200  -6.3779
C  -3.9954  -5.5099  -4.6570
H  -3.8011  -4.4437  -4.4879
H  -1.3082  -6.7506  -1.8710
Si  -4.7705  -2.5419  -0.6188
C  -3.4495  -3.0583  -1.9266
C  -2.3495  -4.0513  -1.7930
H  -2.0206  -4.1967  -0.7450
C  -1.2636  -4.0409  -2.7567
H  -0.3968  -4.6930  -2.6041
C  -1.2930  -3.1791  -3.8375
H  -0.5004  -3.2061  -4.5829
C  -2.3388  -2.2670  -3.9611
H  -2.3148  -1.5355  -4.7683
C  -3.4032  -2.2428  -3.0470
H  -4.1899  -1.5008  -3.2136
C  -4.0385  -3.2302  0.9475
C  -2.6801  -3.0655  1.2178
H  -2.0865  -2.4013  0.5827
C  -2.0722  -3.8299  2.2245
H  -0.9735  -3.7881  2.3557
C  -2.8610  -4.6386  3.0577
H  -2.4043  -5.2363  3.8511
C  -4.2534  -4.6321  2.9079
H  -4.8744  -5.2125  3.5888
C  -4.8320  -3.9426  1.8481
H  -5.9044  -4.0083  1.6602
H  -6.1939  -2.7119  -0.5984
Cl  -4.5973  -0.4762  -0.4090
C  -1.7424  -0.5409  2.7872
N  -1.0872  0.3953  1.8928
C  0.2368  0.7443  2.3779
C  -1.9609  1.5135  1.6319
C  -1.3887  2.5619  0.6888
N  -1.2568  2.0968  -0.6868
C  -2.4372  2.3815  -1.4955
C  -0.0499  2.5669  -1.3380
H  -1.0913  -1.4017  2.9994
H  -2.0192  -0.0739  3.7537
H  -2.6724  -0.8910  2.3242
H  0.1891  1.3796  3.2816
H  0.7892  -0.1699  2.6245
H  0.7941  1.2880  1.6093
H  -2.8986  1.1121  1.2321
H  -2.1932  2.0437  2.5743
H  -2.1069  3.4025  0.7281
H  -0.4110  2.8890  1.0597
H  -2.7503  3.4461  -1.4417
H  -2.2105  2.1502  -2.5438
H  -3.2837  1.7663  -1.1576
H  0.8302  2.2314  -0.7744
H  0.0009  2.1415  -2.3475
H  -0.0207  3.6732  -1.4233

Results of the Mulliken charge analysis, in e, for atoms 1 through 6: atom 1 (C): -0.36, atom 2 (C): -0.42, atom 3 (C): -0.36, atom 4 (H): 0.42, atom 5 (C): -0.34, atom 6 (C): -0.64